No. 1
The following is a quantum chemistry calculation of a cluster of 15 separate species, C24H68BO22 in total in a non-equilibrium geometry, from the OMol25 dataset.

```
115
Properties=species:S:1:pos:R:3:forces:R:3:mulliken_charge:R:1
O 2.158 -4.975 3.120 2.67 0.52 -0.72 -0.667
C 3.312 -4.819 2.704 -3.92 0.49 -0.27 0.633
O 4.309 -5.600 2.890 1.41 -0.97 0.90 -0.453
B 5.491 -5.109 2.188 0.43 -0.72 -0.28 1.002
O 5.022 -3.983 1.368 -0.04 0.19 -0.11 -0.417
C 3.779 -3.730 1.689 -2.99 3.14 -0.29 0.598
O 3.058 -2.771 1.323 2.51 -2.99 0.79 -0.664
O 6.083 -6.192 1.383 -1.00 -0.09 -0.51 -0.446
C 7.365 -6.229 1.556 3.66 -2.10 -1.87 0.647
O 8.189 -6.951 0.941 -2.74 2.23 2.01 -0.678
C 7.713 -5.171 2.639 3.38 -1.11 -1.11 0.598
O 6.609 -4.701 3.053 -2.02 1.58 1.36 -0.506
O 8.851 -4.871 2.949 -1.38 -0.14 0.09 -0.653
C 4.020 2.800 -2.450 -0.75 -0.82 -1.06 -0.427
O 4.179 3.170 -3.819 0.55 1.22 -0.47 -0.510
H 4.114 1.721 -2.569 -0.15 -0.23 1.45 0.213
H 4.741 3.225 -1.752 0.14 0.09 -0.49 0.208
H 3.009 3.117 -2.193 0.05 -0.31 0.75 0.208
H 3.306 3.075 -4.206 0.16 0.06 -0.17 0.309
C -2.126 1.117 5.325 -0.52 0.65 1.95 -0.550
O -1.928 1.119 3.967 0.31 -0.35 -1.21 -0.478
H -2.365 0.148 5.763 0.06 -0.32 -0.15 0.248
H -1.262 1.524 5.851 0.19 -0.03 0.19 0.250
H -2.957 1.772 5.586 -0.11 0.06 -0.23 0.216
H -1.118 0.616 3.856 0.07 -0.03 -0.58 0.314
C 8.992 -2.588 9.142 0.06 -0.38 1.36 -0.945
C 10.301 -1.866 8.840 -0.74 -1.81 -0.16 -0.187
O 10.137 -1.302 7.589 0.18 1.89 -1.33 -0.519
H 9.131 -3.392 9.864 0.11 -0.08 0.18 0.292
H 8.553 -3.067 8.267 0.08 0.23 -0.14 0.328
H 8.277 -1.907 9.605 -0.17 0.05 -0.32 0.230
H 11.100 -2.592 8.694 0.37 -0.15 0.90 0.229
H 10.535 -1.135 9.614 0.14 0.13 -0.34 0.270
H 9.914 -2.022 6.994 -0.02 0.11 -0.18 0.303
C -0.648 -4.320 -4.007 1.30 -0.33 0.14 -1.043
C -1.839 -4.718 -3.145 0.07 1.36 -0.29 -0.111
O -2.449 -5.900 -3.536 -0.16 -1.70 -0.42 -0.532
H 0.241 -4.818 -3.619 0.09 -0.25 0.09 0.274
H -0.362 -3.270 -3.941 -0.51 0.19 0.15 0.301
H -0.621 -4.581 -5.065 -0.83 -0.07 -0.01 0.330
H -2.634 -3.978 -3.232 0.20 0.57 0.36 0.189
H -1.481 -4.801 -2.119 -0.15 0.30 0.13 0.277
H -2.560 -6.460 -2.764 0.00 -0.08 -0.15 0.314
C -6.439 -4.053 2.626 -0.38 0.36 0.60 -1.027
C -7.439 -4.673 1.628 1.74 0.21 0.65 -0.179
O -7.067 -6.042 1.490 -0.54 -0.13 -0.38 -0.516
H -6.574 -2.990 2.826 -0.40 0.10 -0.11 0.321
H -5.397 -4.111 2.309 -0.05 -0.32 -0.47 0.324
H -6.475 -4.561 3.589 -0.16 -0.10 0.00 0.279
H -7.302 -4.119 0.699 -0.45 -0.13 -0.32 0.220
H -8.480 -4.653 1.952 0.18 0.10 0.04 0.276
H -6.186 -6.056 1.108 0.08 -0.09 -0.01 0.301
C 2.926 -11.000 -1.146 -0.26 0.29 0.03 -0.821
C 3.590 -12.291 -0.782 0.66 -0.15 0.15 -0.338
O 3.400 -13.338 -1.748 0.35 0.39 0.50 -0.514
H 1.860 -11.164 -1.309 -0.13 0.22 0.16 0.284
H 3.325 -10.513 -2.036 0.15 -0.28 -0.08 0.249
H 3.098 -10.316 -0.315 -0.32 0.17 0.03 0.279
H 3.321 -12.597 0.229 -0.67 -0.29 -0.01 0.269
H 4.650 -12.093 -0.620 0.30 -0.32 -0.72 0.294
H 2.501 -13.657 -1.638 -0.07 -0.02 -0.04 0.299
C 9.356 0.241 0.013 1.61 0.18 -0.71 -0.951
C 10.942 0.193 -0.124 -1.43 0.87 1.23 -0.214
O 11.368 0.959 -1.233 0.10 -0.10 -0.67 -0.521
H 9.013 1.272 0.093 0.29 0.13 0.47 0.267
H 9.015 -0.349 0.865 -0.07 -0.04 -0.21 0.312
H 8.898 -0.053 -0.931 0.05 -0.64 0.11 0.283
H 11.361 -0.813 -0.095 -0.27 -0.19 -0.54 0.258
H 11.380 0.686 0.744 -0.23 -0.15 0.48 0.252
H 11.988 1.617 -0.911 -0.06 -0.07 -0.16 0.315
C 16.499 -6.502 4.279 0.70 -0.37 -0.07 -0.949
C 16.130 -5.975 5.676 0.36 -0.80 -0.30 -0.235
O 14.857 -6.425 6.039 -1.28 0.19 -0.15 -0.504
H 15.838 -6.281 3.441 -0.58 0.32 0.42 0.330
H 16.558 -7.589 4.330 -0.14 -0.07 0.05 0.266
H 17.468 -6.191 3.890 0.26 0.27 0.43 0.308
H 16.213 -4.895 5.791 0.17 0.12 -0.11 0.267
H 16.689 -6.492 6.456 0.93 0.43 -0.30 0.217
H 14.247 -6.047 5.401 -0.43 -0.10 0.03 0.300
C 7.065 -5.600 -4.652 0.41 -0.38 0.97 -0.867
C 8.415 -5.065 -5.022 0.42 0.72 -0.89 -0.241
O 8.937 -5.671 -6.200 0.51 -0.45 -0.23 -0.534
H 6.696 -5.075 -3.771 -0.18 0.16 -0.07 0.280
H 7.219 -6.627 -4.322 -0.45 -0.22 -0.33 0.237
H 6.350 -5.509 -5.469 0.03 -0.12 0.05 0.318
H 9.216 -5.224 -4.301 -0.40 -0.20 0.34 0.263
H 8.363 -3.985 -5.162 -0.02 0.26 -0.07 0.260
H 8.435 -5.478 -6.995 -0.30 0.22 0.25 0.284
C -1.349 -5.981 9.099 0.42 -1.03 0.32 -0.883
C -1.911 -7.409 9.311 -0.81 0.17 0.60 -0.335
O -2.101 -8.215 8.173 0.07 0.11 -1.10 -0.510
H -0.364 -5.980 8.632 -0.16 -0.17 -0.40 0.278
H -1.153 -5.520 10.067 -0.38 0.05 0.16 0.310
H -2.051 -5.369 8.533 0.11 -0.03 -0.02 0.246
H -2.922 -7.323 9.711 -0.02 0.44 0.67 0.286
H -1.404 -8.084 10.000 0.64 0.67 0.22 0.301
H -2.976 -7.979 7.856 0.11 -0.21 -0.45 0.307
C 14.665 -6.844 -2.826 -0.46 0.32 -0.16 -1.015
C 14.433 -7.956 -3.826 0.35 -0.32 0.26 -0.147
O 15.685 -8.073 -4.504 -0.10 -0.11 -0.46 -0.519
H 14.844 -5.937 -3.403 0.06 0.10 0.06 0.261
H 15.552 -7.017 -2.218 -0.08 -0.22 -0.04 0.275
H 13.813 -6.643 -2.176 -0.04 -0.20 0.01 0.343
H 13.604 -7.778 -4.510 0.05 0.57 -0.17 0.268
H 14.175 -8.923 -3.393 0.13 -0.06 0.54 0.247
H 15.535 -8.514 -5.343 0.08 -0.08 -0.04 0.287
O 9.392 -13.043 1.558 0.00 -0.06 0.23 -0.637
H 9.220 -13.807 1.009 -0.08 -0.19 -0.11 0.315
H 9.787 -12.405 0.964 0.07 0.25 -0.11 0.322
O -0.159 -10.144 3.194 -0.03 -0.25 -0.15 -0.647
H 0.304 -9.309 3.129 0.19 0.24 -0.03 0.331
H -0.824 -9.998 3.866 -0.14 0.02 0.19 0.316
O -3.650 0.679 -0.555 -0.24 0.04 -0.12 -0.645
H -3.315 0.798 0.334 0.07 0.04 0.29 0.325
H -2.889 0.393 -1.061 0.18 -0.09 -0.14 0.319
```
Positions in Å, forces in eV/Å.

Properties
Charge: -1
Spin multiplicity: 1
HOMO, eV: -7.3
Orbital gap, eV: 8.9
Max |F|, eV Å⁻¹: 4.6

=====

No. 2
The following is a quantum chemistry calculation of a cluster of 8 separate species, C24H68N4O12 in total in a non-equilibrium geometry, from the OMol25 dataset.

```
108
Properties=species:S:1:pos:R:3:forces:R:3:mulliken_charge:R:1
C 0.356 0.293 2.677 0.45 -0.39 -0.51 0.074
O -0.473 0.520 3.778 0.20 0.18 0.57 -0.501
C -1.844 0.474 3.432 0.92 0.82 -0.44 -0.271
C -2.666 0.785 4.649 -0.88 -0.92 0.10 -0.688
N -4.082 0.568 4.333 -0.22 0.19 -0.39 -0.131
C -4.924 0.431 5.519 0.33 -0.39 -0.36 -0.607
C -6.278 -0.124 5.146 -0.49 0.44 0.19 -0.422
O -7.016 -0.247 6.345 0.26 -0.48 0.44 -0.373
C -8.225 -0.929 6.170 -0.47 -0.24 -0.92 -0.729
H 0.391 1.100 1.933 -0.58 0.04 0.08 -0.330
H 0.054 -0.639 2.185 0.17 0.05 -0.24 0.386
H 1.403 0.202 2.969 -0.19 -0.22 0.52 0.188
H -2.064 -0.504 2.986 -0.27 -0.03 0.03 0.333
H -1.989 1.267 2.684 -0.40 -0.22 -0.21 0.200
H -2.520 1.819 4.954 0.16 -0.06 0.25 0.286
H -2.409 0.061 5.435 0.50 0.43 0.23 0.399
H -4.132 -0.323 3.844 -0.06 0.09 -0.08 0.075
H -5.063 1.384 6.029 0.22 0.01 0.05 0.297
H -4.458 -0.312 6.184 -0.14 0.31 0.42 0.336
H -6.143 -1.087 4.636 -0.18 -0.11 0.08 0.311
H -6.851 0.546 4.491 0.32 -0.01 -0.28 0.362
H -8.926 -0.332 5.569 -0.04 0.08 0.16 0.301
H -8.699 -1.194 7.111 0.26 0.29 0.23 0.275
H -8.093 -1.862 5.604 0.19 -0.03 0.11 0.298
C -8.622 -4.857 -0.772 -0.48 -0.52 0.14 -0.737
O -8.082 -3.945 0.145 0.00 0.26 -0.33 -0.287
C -8.599 -2.630 -0.014 -0.10 -0.34 0.41 -0.738
C -7.834 -1.728 0.933 -0.74 0.92 -0.18 -0.504
N -6.646 -1.150 0.328 0.04 -0.32 -0.06 -0.338
C -5.929 -0.228 1.196 -0.03 -0.72 0.83 -0.148
C -4.499 -0.063 0.704 -0.88 0.10 0.22 -0.506
O -3.873 -1.315 0.584 -0.17 -0.65 0.12 -0.403
C -2.733 -1.295 -0.240 0.06 -0.44 -0.33 -0.847
H -9.688 -5.062 -0.595 -0.03 0.21 0.19 0.292
H -8.109 -5.805 -0.616 0.15 0.04 -0.22 0.245
H -8.559 -4.535 -1.816 0.36 0.10 0.00 0.300
H -9.664 -2.604 0.258 -0.02 -0.19 0.03 0.450
H -8.537 -2.324 -1.062 0.24 0.19 0.03 0.359
H -7.680 -2.281 1.871 0.32 -0.09 -0.05 0.231
H -8.497 -0.899 1.209 0.03 0.02 -0.08 0.459
H -6.023 -1.926 0.118 0.16 0.21 -0.04 0.261
H -5.981 -0.579 2.242 0.44 -0.20 -0.02 -0.121
H -6.396 0.759 1.285 -0.09 0.02 -0.56 0.288
H -3.953 0.525 1.447 0.06 0.47 -0.39 0.299
H -4.633 0.409 -0.277 0.64 0.22 0.02 0.414
H -2.996 -1.358 -1.303 -0.19 0.65 -0.04 0.361
H -2.161 -2.215 -0.112 0.05 0.11 0.60 0.366
H -2.122 -0.422 -0.013 0.24 0.00 -0.24 0.290
C 8.409 2.237 -2.460 0.51 -0.65 -0.81 -0.806
O 7.051 2.305 -2.149 -0.13 0.36 0.75 -0.271
C 6.715 1.454 -1.059 0.23 -0.04 -0.43 -0.718
C 5.358 1.822 -0.496 -0.19 -1.01 -0.56 0.415
N 4.993 0.818 0.521 0.30 0.68 -0.13 -0.519
C 3.634 0.984 1.032 -0.78 -1.16 0.14 0.010
C 3.248 2.358 1.523 -0.43 0.13 -0.05 -1.160
O 2.672 3.158 0.476 0.64 0.09 -0.21 0.057
C 2.407 4.468 0.914 -0.03 0.62 0.27 -0.914
H 9.086 2.545 -1.657 -0.22 0.38 0.07 0.344
H 8.560 2.805 -3.378 0.09 0.35 0.25 0.289
H 8.742 1.218 -2.728 -0.31 -0.11 0.16 0.245
H 7.463 1.478 -0.259 0.13 0.11 -0.08 0.526
H 6.719 0.449 -1.503 -0.19 -0.31 0.48 0.113
H 4.648 1.714 -1.322 -0.08 0.83 -0.07 -0.354
H 5.380 2.832 -0.094 -0.13 0.02 -0.01 0.264
H 4.989 -0.049 -0.007 0.03 -0.26 0.41 0.355
H 3.491 0.273 1.854 0.39 0.26 0.27 0.258
H 2.891 0.557 0.339 -0.11 0.69 -0.31 -0.100
H 4.120 2.852 1.965 0.01 0.16 -0.16 0.506
H 2.466 2.333 2.291 0.23 -0.44 0.22 0.610
H 1.549 4.496 1.602 0.03 -0.04 -0.05 0.339
H 2.200 5.112 0.058 -0.13 -0.25 -0.11 0.256
H 3.253 4.927 1.438 0.09 -0.24 -0.01 0.320
C 8.838 -2.651 -4.159 0.61 -0.53 -0.76 -0.730
O 7.601 -2.600 -4.826 -0.24 -0.04 0.34 -0.400
C 6.613 -1.948 -4.049 0.22 0.14 -0.27 -0.050
C 5.330 -1.811 -4.866 0.33 -0.45 0.51 -0.645
N 4.281 -1.134 -4.103 0.39 0.62 0.18 -0.321
C 4.432 0.341 -4.163 0.37 -0.45 0.25 -0.442
C 3.279 0.945 -3.398 -0.70 -0.23 -0.76 0.099
O 3.278 2.353 -3.521 -0.01 -0.33 0.18 -0.458
C 2.077 2.893 -3.028 -0.29 0.60 0.10 -0.180
H 9.345 -1.689 -4.271 0.07 0.10 0.49 0.275
H 9.460 -3.397 -4.663 -0.11 0.14 -0.22 0.286
H 8.802 -3.019 -3.129 -0.39 0.45 0.19 0.303
H 6.967 -0.966 -3.705 0.09 0.06 -0.11 0.093
H 6.426 -2.549 -3.150 -0.19 0.00 0.06 0.332
H 5.055 -2.841 -5.110 -0.36 0.12 -0.14 0.286
H 5.505 -1.281 -5.801 0.09 0.02 0.01 0.306
H 4.460 -1.325 -3.117 -0.40 -0.48 -0.07 0.225
H 4.407 0.659 -5.206 -0.20 0.06 0.01 0.364
H 5.405 0.653 -3.765 -0.06 0.24 0.06 0.095
H 3.151 0.600 -2.365 0.56 0.10 0.19 -0.115
H 2.381 0.523 -3.872 -0.12 0.18 -0.11 0.301
H 2.142 3.222 -1.985 0.26 -0.28 0.04 -0.129
H 1.256 2.173 -3.096 -0.03 0.06 -0.08 0.135
H 1.828 3.789 -3.602 0.03 -0.15 -0.14 0.336
O 2.356 -2.115 -0.434 -0.30 0.36 -0.35 -0.651
H 1.712 -1.514 -0.895 0.42 -0.38 0.40 0.417
H 2.206 -2.986 -0.814 0.02 0.06 0.03 0.286
O 0.654 -0.249 -1.443 -0.54 0.64 -0.27 -0.567
H -0.013 -0.291 -2.168 0.51 -0.06 0.76 0.387
H 0.507 0.617 -0.979 0.00 -0.78 -0.39 0.295
O -1.288 -0.329 -3.427 -0.08 0.13 -0.44 -0.581
H -0.873 0.117 -4.178 -0.10 -0.08 0.11 0.259
H -1.909 -0.953 -3.819 0.10 0.02 0.11 0.279
O 0.186 2.164 -0.283 0.37 0.85 0.27 -0.622
H -0.441 2.401 0.411 -0.02 -0.10 -0.15 0.217
H 1.005 2.686 -0.081 -0.38 -0.66 -0.13 0.194
```
Positions in Å, forces in eV/Å.

Properties
Energy relative to the best compared isomer or geometry (same formula, charge and spin), kJ/mol: 114.88
Charge: 0
Structure (SMILES): COCCNCCOC.COCCNCCOC.COCCNCCOC.COCCNCCOC.O.O.O.O
Spin multiplicity: 1
HOMO, eV: -8.8
Orbital gap, eV: 9.1
Max |F|, eV Å⁻¹: 1.4